DFT (wB97M-V/def2-TZVPD) results for a 2-piece molecular cluster, C5H9N2O2 overall at a distorted geometry.

ΔE to the lowest compared entry with this formula, charge and spin: 7.316 eV
net charge: +1
E: -455.45787 Eh
max |F|: 0.0972 Eh/bohr
frontier orbital gap (alpha / beta): 6.97 / 7.28 eV

```
18
Properties=species:S:1:pos:R:3:forces:R:3
C -2.2278 -1.4250 0.4579 0.47 -0.78 -0.03
C -2.9604 -0.2874 0.3902 -1.54 -2.69 -0.17
C -0.8087 -1.2209 0.2342 -0.64 -2.11 -0.44
C 2.0317 -0.4380 -0.1770 -4.11 -1.07 0.57
C 2.6017 1.8315 -0.2885 -0.75 1.80 1.93
N -0.3000 -0.0987 0.0477 3.20 0.89 -0.42
N -2.5712 0.8211 -0.1524 2.82 4.10 0.42
O 2.1397 -1.7138 -0.1558 -1.13 0.68 0.09
O 2.9503 0.3849 -0.2135 1.24 1.45 -0.36
H -2.7127 -2.4426 0.4751 0.97 1.38 0.28
H -3.9963 -0.4432 0.5783 -0.93 0.48 0.33
H -0.2241 -2.1324 0.0634 0.25 0.11 0.36
H 2.1289 2.2713 0.6823 0.82 -1.58 -1.48
H 1.9486 2.1079 -1.1009 -0.34 -0.85 -0.37
H 3.4999 2.4110 -0.4421 0.59 -0.59 0.03
H -2.9108 1.7318 0.2214 -0.23 -1.10 -0.64
H -1.4862 0.9071 -0.2916 -2.23 -0.15 0.05
H 2.8974 -2.2646 -0.3286 1.53 0.03 -0.15
```
Forces are in eV/Å.